[1]
H38O19 | ωB97M-V with the def2-TZVPD basis set

Last column: Löwdin charge in e.
Cartesian coordinates (Å):
O  1.081079  2.776692  -2.085439  -0.1068
O  1.717515  -3.729954  -0.223123  0.0761
O  4.166987  0.189489  -0.514710  -0.0387
O  -1.931076  -0.826272  -3.382713  -0.0475
O  0.499494  1.445125  -0.078264  -0.0325
O  -3.047938  4.047029  -1.257934  -0.1189
O  -0.512564  0.840350  3.666300  -0.0175
O  -4.693125  -0.475214  -2.632160  -0.1100
O  -2.937200  -3.325470  1.958898  -0.2093
O  -1.029925  -3.339094  -1.713143  0.0322
O  -0.606404  -3.066494  0.760152  -0.1185
O  3.408240  2.230087  -1.972865  -0.0848
O  -3.346124  -0.389932  3.033613  -0.1749
O  0.191653  3.835002  2.590356  0.0485
O  -4.070401  -2.081699  -0.299206  -0.0238
O  0.730222  -0.940752  -2.353044  -0.0277
O  3.150439  1.719226  3.386081  -0.0614
O  3.929512  2.185204  0.904477  -0.0881
O  2.029334  -1.086431  0.451741  -0.0810
H  0.378512  -0.343568  -2.900832  -0.0629
H  -2.773471  -1.010525  3.748922  0.1340
H  4.375150  -0.678625  -0.140068  0.0790
H  -0.737744  1.551660  3.146631  -0.0319
H  1.588477  -1.843263  0.903855  0.0335
H  -0.682907  -2.106795  0.627531  0.0791
H  -4.594332  -2.425821  -0.924649  -0.0173
H  4.877639  0.658509  -0.246103  -0.0217
H  3.937350  1.473030  -1.612198  0.0273
H  2.072184  -1.500815  -0.428592  0.0186
H  0.609803  -0.202572  -1.653635  0.0812
H  3.954386  1.208612  3.227712  0.0468
H  -2.535410  -1.517396  -3.772665  0.0846
H  2.982283  1.885469  1.283447  0.1043
H  0.609783  3.190618  3.044082  -0.0399
H  -0.976701  -2.703828  -2.376870  0.0038
H  3.634204  3.018594  0.595689  0.0109
H  2.123606  -4.432810  0.067335  -0.0228
H  1.926212  2.913598  -1.626007  -0.0118
H  -3.992957  -1.051041  -0.313022  0.1242
H  0.847149  -3.807921  -0.134073  -0.0694
H  -0.349468  -3.857462  -1.985201  0.0151
H  -3.460357  -3.045113  1.092022  0.0279
H  -1.952870  -3.515237  1.577777  0.0393
H  -2.542561  4.254314  -0.359353  0.1019
H  -1.395519  -0.389149  -4.014703  0.0261
H  1.228506  1.507832  0.492316  -0.0217
H  2.856567  1.023383  3.982988  0.0494
H  0.672107  4.592036  2.625243  -0.0075
H  -4.113747  -1.131942  -2.231787  -0.0373
H  1.036359  3.746557  -2.253251  0.0623
H  4.064904  2.791272  -1.487477  0.0664
H  -4.575304  0.204368  -1.799369  0.1338
H  -2.379700  3.753678  -1.896145  0.0172
H  -0.716902  0.063108  3.127768  0.0333
H  -1.083286  -3.471746  -0.094989  0.0912
H  -3.904900  -1.157199  2.705080  0.0225
H  0.263210  2.349307  -0.236407  0.0151

Atomic forces in eV per Å
O -0.61 3.23 -0.16
O 2.88 5.93 -3.56
O -2.26 -3.62 -1.31
O -1.68 -1.95 1.19
O -1.63 -1.14 -0.19
O 1.53 0.62 2.66
O 1.08 -2.77 1.77
O 0.42 2.51 3.77
O 0.88 -0.10 -3.26
O -3.10 -0.10 1.57
O -1.20 -1.14 -1.60
O 3.64 0.36 1.37
O 1.37 -4.12 2.50
O -4.49 -0.23 -2.76
O 3.80 4.43 3.99
O 1.48 -0.65 5.10
O 0.40 -1.31 0.67
O -3.17 -1.10 1.82
O -0.71 -1.25 0.29
H -2.06 2.82 -5.06
H -2.17 2.76 -2.82
H -0.65 -0.11 -0.36
H -1.08 2.52 -1.93
H 0.54 0.79 -0.11
H -0.09 -0.33 -0.09
H -3.36 -1.39 -3.65
H 3.48 2.79 1.62
H -1.75 -0.90 -0.90
H 0.16 0.50 0.08
H 0.95 -2.00 0.32
H 0.79 0.93 -1.03
H 1.22 1.60 -0.05
H 3.55 0.29 -0.84
H 2.40 -3.17 2.43
H -0.33 2.93 -1.51
H 0.08 1.74 -0.54
H 3.32 -5.89 2.42
H 0.24 -1.80 -0.08
H -0.57 -3.24 -0.02
H -5.57 -0.38 1.07
H 3.34 -3.00 -0.86
H 1.68 -0.79 2.64
H -3.11 0.99 1.41
H -1.47 -0.79 -3.10
H 0.32 0.22 -1.42
H 1.49 -0.44 1.20
H -1.52 0.35 0.61
H 2.25 3.33 0.33
H 0.25 -0.41 -0.69
H -1.04 -0.68 -0.77
H -0.92 0.76 -0.94
H -0.85 -1.76 -3.50
H -0.04 0.12 0.46
H -0.03 0.30 0.09
H 1.35 1.86 2.05
H 0.88 1.28 0.23
H -0.30 0.61 -0.52

Its charge is 0. The energy above the lowest of the compared OMol25 structures with the same formula, charge and spin comes out at 9.388 eV. The spin multiplicity is 1. For the frontier orbital gap, the calculation gives 9.73 eV. The HOMO energy comes out at -9.850 eV. The LUMO energy is -0.005 Ha.

---

[2]
H38O19 | ωB97M-V with the def2-TZVPD basis set

Last column: Löwdin charge in e.
Cartesian coordinates (Å):
O  -1.473431  -1.193548  3.195731  -0.0341
O  1.317156  0.210041  0.832865  -0.0731
O  2.137060  -3.846992  -0.366223  -0.0472
O  0.562473  0.851886  3.571928  -0.0573
O  -4.278116  -2.880682  -1.271683  -0.0455
O  1.026934  3.711883  1.760638  -0.0511
O  1.346416  0.292342  -2.681987  -0.0398
O  3.365878  -0.910582  -0.729991  -0.0430
O  1.483673  -4.127284  2.874129  -0.0467
O  -1.067750  1.536445  0.587230  -0.0426
O  2.780444  -1.595018  3.202144  -0.0291
O  -0.353440  -4.119834  0.766474  -0.0813
O  -1.674679  3.997688  1.496909  -0.0502
O  -3.042161  1.617438  -2.156891  -0.0427
O  0.615308  3.921213  -0.885660  -0.0455
O  1.308428  1.701957  -4.911874  -0.0905
O  -0.820320  -1.410452  0.188208  -0.0434
O  -0.913848  3.109239  -3.127918  -0.0564
O  -1.707959  -2.267781  -2.916588  -0.0603
H  -0.452982  -3.154108  0.735725  -0.0200
H  2.585410  -4.193871  -1.128087  0.0294
H  1.238636  1.510360  3.440788  0.0305
H  -2.282280  4.683702  1.780662  0.0472
H  2.853204  -1.287285  4.105825  0.0528
H  1.547966  1.410440  -4.003030  -0.0080
H  -2.152480  -1.298902  3.861383  0.0505
H  -1.629109  2.463091  -3.005888  -0.0035
H  -0.938170  -1.155642  1.115806  0.0225
H  2.177881  -0.186678  -2.524680  0.0519
H  0.657272  2.967868  -1.033561  0.0176
H  -1.316590  -0.241233  3.171491  0.0198
H  1.310105  -3.366155  3.402347  0.0064
H  1.501553  -3.196867  -0.670368  0.0196
H  -2.273356  -1.719572  -2.366251  -0.0007
H  0.511763  1.200675  -5.103380  0.0267
H  1.289967  0.768715  -1.850190  0.0272
H  -3.856729  2.143311  -2.219544  0.0754
H  2.230755  -3.861478  2.327410  0.0296
H  -0.588126  2.936892  -4.018717  0.0341
H  -4.722057  -2.324635  -0.636273  0.0284
H  1.031994  3.014041  1.113284  -0.0110
H  0.474036  0.698510  0.722997  -0.0052
H  0.816451  4.167293  -1.793143  0.0517
H  -1.967728  1.279543  0.359286  0.0645
H  3.600478  -1.391297  2.754615  0.0469
H  -2.530825  2.337012  -1.748380  0.0279
H  2.890170  -0.743951  0.092727  0.0027
H  1.128716  -0.646255  0.447800  0.0185
H  -2.304200  -2.844129  -3.400565  0.0282
H  -0.902364  2.376262  0.137035  0.0228
H  -1.218832  -0.632654  -0.218258  0.0398
H  0.994868  4.527952  1.256460  0.0359
H  4.312874  -0.786086  -0.695447  0.0484
H  -4.025620  -3.709584  -0.856685  0.0482
H  0.703592  0.081026  3.013709  -0.0064
H  -1.238338  3.859421  2.326652  0.0263
H  -0.069967  -4.283689  1.679004  0.0036

Atomic forces in eV per Å
O 0.16 0.25 -0.47
O 0.21 0.66 0.09
O 0.36 0.07 0.79
O -1.09 -0.28 0.80
O 0.12 0.06 -0.75
O 0.34 0.07 1.19
O 0.58 -0.12 0.50
O -0.57 -0.24 -0.99
O 0.11 -1.02 -0.24
O 0.15 -0.34 -0.45
O -0.44 -0.15 -0.17
O -0.64 0.39 0.34
O -1.01 0.66 -0.12
O -0.29 1.24 0.65
O 0.31 -0.54 -0.35
O 0.06 0.49 0.17
O -0.30 0.69 0.33
O -0.21 -0.16 0.00
O 0.36 0.16 -0.21
H -0.16 -0.64 -0.23
H 0.19 0.00 -0.58
H 0.37 0.04 -0.52
H -0.47 0.31 -0.51
H 0.20 0.19 0.16
H -0.34 -0.10 -0.65
H -0.19 -0.19 0.15
H 0.43 0.10 -0.67
H -0.05 -0.58 0.35
H -0.15 -0.24 -0.10
H -0.05 -0.11 0.22
H 0.14 0.18 0.27
H -0.08 0.89 0.58
H -0.20 -0.19 -0.22
H -0.21 -0.24 0.04
H 0.08 -0.25 -0.03
H -0.27 0.09 0.29
H -0.35 -0.73 -0.40
H -0.14 -0.05 -0.19
H 0.30 -0.01 -0.03
H -0.11 -0.13 0.44
H 0.16 -0.09 -0.25
H 0.28 -0.37 0.14
H -0.25 0.64 -0.24
H -0.07 0.24 0.05
H 0.27 0.13 0.06
H 0.27 -0.49 0.41
H 0.92 0.37 0.04
H -0.59 -0.37 -0.16
H -0.14 0.01 0.12
H -0.41 0.31 0.35
H 0.16 -0.23 -0.67
H -0.05 -0.13 -0.29
H 0.01 0.12 0.65
H 0.02 0.15 0.30
H 0.83 0.29 -0.22
H 1.11 -0.71 0.52
H 0.33 -0.11 -0.29

Its charge is 0. The energy above the lowest of the compared OMol25 structures with the same formula, charge and spin comes out at 3.740 eV. The spin multiplicity is 1. For the frontier orbital gap, the calculation gives 9.19 eV. The HOMO energy comes out at -9.478 eV. The LUMO energy is -0.010 Ha.

---

[3]
H38O19 | ωB97M-V with the def2-TZVPD basis set

Last column: Löwdin charge in e.
Cartesian coordinates (Å):
O  -4.209738  -3.350869  -0.385969  -0.0641
O  3.251708  -1.566352  -1.318748  -0.0951
O  -0.360556  4.579354  0.930974  -0.0430
O  3.090408  3.639174  -0.242618  -0.0506
O  -1.574529  -2.217190  -1.075013  -0.0378
O  -4.258052  0.837241  1.411282  -0.0386
O  -1.559675  -2.579009  1.941849  -0.0314
O  2.647397  0.290241  2.553474  -0.0615
O  -0.801035  3.054231  -3.418495  -0.0340
O  1.053957  -2.636602  -0.298252  -0.0645
O  -1.011233  -2.210042  -4.105571  -0.0894
O  3.813644  0.980466  0.075737  -0.0571
O  1.835145  -2.731833  2.916738  -0.0511
O  -3.706708  2.380731  -1.297627  -0.0598
O  0.049499  -0.110737  -3.307493  -0.0673
O  -1.976138  1.716596  4.482929  -0.0765
O  0.289922  1.367693  -0.231483  -0.0327
O  -0.034318  -0.252919  1.641338  -0.0954
O  3.484195  0.279145  -2.855184  -0.0650
H  1.448671  -1.926103  0.198016  0.0061
H  -3.971754  -0.055110  1.526224  0.0154
H  2.347721  -0.577531  2.912281  0.0327
H  -2.157423  0.757458  4.486072  0.0316
H  1.231892  -3.032851  3.598309  0.0424
H  -4.077790  -3.072827  -1.328730  0.0667
H  -0.317858  -1.547354  -4.157141  -0.0194
H  -0.390265  1.885816  0.162202  0.0090
H  -4.420550  1.816979  -1.582006  0.0273
H  3.481353  0.634271  2.887412  0.0542
H  -0.831681  4.212289  0.191345  0.0115
H  -1.655407  -3.091647  1.131796  0.0313
H  3.086616  0.962649  -2.252860  0.0518
H  -1.110305  -2.182892  -3.130068  -0.0118
H  -1.019506  1.694990  4.264594  0.0431
H  2.749596  3.873501  0.613263  0.0208
H  -0.906647  4.348461  1.703053  0.0470
H  -3.393048  -3.390923  0.074483  -0.0396
H  0.972527  0.189864  -3.265958  0.0421
H  -3.771885  2.090316  -0.368767  0.0050
H  3.345809  2.725697  -0.353232  -0.0303
H  -0.694325  0.375394  -2.826358  0.0964
H  0.818993  0.969404  0.436309  -0.0215
H  -1.276304  -1.463577  -1.631969  0.0428
H  -0.468579  3.158565  -2.524158  0.0226
H  3.917752  -1.260293  -0.699776  0.0259
H  2.967489  0.535844  0.294098  0.0387
H  1.729676  -2.969363  -0.929281  0.0571
H  -2.278918  -2.836394  2.531717  0.0666
H  -4.618512  0.943809  2.317677  0.0661
H  3.910040  -2.154491  -1.842569  0.1176
H  -0.926860  -0.634972  1.411160  0.0543
H  0.024792  -0.881592  2.386545  0.0276
H  2.254315  -3.572466  2.625472  0.0758
H  2.693226  0.354558  -3.405837  0.0166
H  3.775788  1.418718  0.929389  0.0309
H  -0.884003  -2.341998  -0.468237  -0.0429
H  -1.608527  2.574483  -3.332339  0.0036

Atomic forces in eV per Å
O -1.81 0.19 -1.42
O 2.41 -2.90 -0.63
O -0.01 -0.08 1.03
O 0.23 1.24 -1.09
O -1.89 1.12 -1.82
O -0.62 0.57 1.33
O -0.18 0.06 0.37
O -0.86 -0.12 -0.35
O 0.91 0.41 -0.20
O -0.36 -1.25 -0.38
O -0.41 -0.62 0.94
O -1.20 -0.51 0.67
O 0.52 -0.76 -0.14
O -0.01 -0.45 1.04
O -0.97 0.36 0.49
O 0.97 -1.04 -0.26
O 0.29 0.30 -2.63
O -1.89 -1.88 1.21
O -1.77 2.48 -0.04
H 0.40 0.29 0.05
H 0.61 -1.25 -0.71
H 1.08 0.80 -0.11
H -0.22 0.64 0.09
H -0.24 0.02 0.18
H 0.46 -0.40 1.62
H 0.03 0.21 -0.53
H -0.44 0.42 0.87
H -0.53 -0.16 -1.08
H -0.14 -0.87 0.60
H -0.31 -0.09 -0.59
H 0.01 -0.07 0.17
H 1.56 -0.67 0.31
H -0.19 -0.84 -1.07
H -0.73 0.40 0.12
H -0.23 -0.46 0.42
H 0.27 0.20 -0.41
H 1.15 0.21 -0.25
H -1.37 0.68 0.88
H 0.61 0.51 0.12
H -0.14 -0.39 0.50
H 2.66 -0.16 -0.89
H 0.03 -0.31 1.13
H -0.16 -0.59 0.97
H 0.09 0.01 0.12
H -0.05 0.75 0.58
H 0.32 -0.46 -0.98
H -0.61 0.84 0.76
H 0.04 -0.12 -0.25
H 0.05 0.75 -0.80
H -2.01 1.36 0.64
H 0.97 0.98 -0.68
H 0.97 0.40 -0.07
H -0.31 0.97 0.02
H 0.65 -0.78 -1.20
H 1.06 0.66 0.28
H 2.33 -0.23 0.88
H -1.02 -0.38 0.16

Its charge is 0. The energy above the lowest of the compared OMol25 structures with the same formula, charge and spin comes out at 5.876 eV. The spin multiplicity is 1. For the frontier orbital gap, the calculation gives 9.51 eV. The HOMO energy comes out at -10.282 eV. The LUMO energy is -0.028 Ha.